(1)
# C3H7FO

2 unconnected molecules or ions with the total composition C3H7FO at a distorted geometry (ωB97M-V with the def2-TZVPD basis set, the OMol25 dataset).

CARTESIAN COORDINATES (ANGSTROEM)
C (1.4324, -1.3370, 0.1481)
C (-1.6974, 1.3380, 0.1005)
C (-2.1765, -0.9304, 0.6044)
O (-2.1706, 0.2359, 0.9790)
F (-2.0059, -1.0913, -0.7338)
H (1.8240, -2.0597, -0.5387)
H (1.1217, -0.4447, -0.3423)
H (2.1737, -1.2253, 0.8868)
H (-1.0204, 0.8832, -0.7558)
H (-1.1713, 1.9821, 0.7324)
H (-2.5177, 1.8959, -0.3823)
H (0.4813, -1.8196, 0.4456)

**E_tot**: -293.50005 Ha
**ΔE to the lowest compared entry with this formula, charge and spin**: 246.0 kJ/mol
**Kohn-Sham gap**: 10.217 eV
**E_LUMO**: 0.753 eV
**Largest force on an atom**: 0.0834 hartree/bohr

***

(2)
# C37H37FN8O4Ta

A molecular structure, C37H37FN8O4Ta at a distorted geometry (ωB97M-V with the def2-TZVPD basis set, the OMol25 dataset).

CARTESIAN COORDINATES (ANGSTROEM)
Ta (-0.3806, 0.2293, -0.6286)
C (-1.6655, -2.8888, -0.8146)
N (-0.8050, -2.3115, -1.8521)
C (0.3860, -3.1445, -2.1534)
C (1.7150, -2.3953, -2.1367)
C (2.2881, -2.1721, -0.7284)
N (1.9996, -0.8484, -0.2371)
C (2.9714, -0.1672, 0.2338)
C (2.9380, 1.1951, 0.6882)
C (4.1376, 1.7605, 1.1452)
C (4.2054, 3.0750, 1.5490)
C (3.0652, 3.8698, 1.5006)
C (1.8689, 3.3417, 1.0624)
C (1.7752, 2.0059, 0.6484)
O (0.6272, 1.5193, 0.2309)
C (-1.5324, -2.1137, -3.1388)
C (-2.9529, -1.5342, -3.1727)
C (-3.1641, -0.1078, -2.6219)
N (-1.9176, 0.6061, -2.5609)
C (-1.7207, 1.5565, -3.4005)
C (-0.4924, 2.2579, -3.5986)
C (-0.4719, 3.3891, -4.4315)
C (0.7081, 4.0216, -4.7396)
C (1.9081, 3.5160, -4.2401)
C (1.9246, 2.3940, -3.4429)
C (0.7307, 1.7441, -3.0816)
O (0.7558, 0.6761, -2.3307)
H (-2.2686, -3.7242, -1.2146)
H (-3.1536, -2.1283, 0.1979)
H (-0.2192, -2.4868, 0.7057)
H (0.2674, -3.6115, -3.1359)
H (0.4440, -3.9600, -1.4256)
H (1.6136, -1.4341, -2.6445)
H (2.4285, -3.0006, -2.6981)
H (3.3710, -2.3463, -0.7400)
H (1.8643, -2.9070, -0.0403)
H (3.9629, -0.6309, 0.2989)
H (5.0245, 1.1439, 1.1728)
H (5.1380, 3.4903, 1.8949)
H (3.1123, 4.9029, 1.8093)
H (0.9762, 3.9467, 1.0143)
H (-1.6176, -3.0896, -3.6390)
H (-0.8796, -1.4797, -3.7460)
H (-3.6532, -2.2069, -2.6807)
H (-3.2072, -1.5267, -4.2358)
H (-3.5815, -0.1472, -1.6147)
H (-3.8767, 0.4159, -3.2700)
H (-2.5355, 1.8439, -4.0735)
H (-1.4088, 3.7623, -4.8204)
H (0.7099, 4.8931, -5.3744)
H (2.8365, 4.0053, -4.4911)
H (2.8542, 1.9922, -3.0695)
F (-5.5259, 2.7195, 2.3065)
C (-4.4588, 2.1876, 1.6936)
C (-3.9071, 2.8362, 0.6039)
C (-2.7997, 2.2751, -0.0144)
C (-2.2218, 1.0785, 0.4176)
C (-2.8168, 0.4732, 1.5288)
C (-3.9239, 1.0043, 2.1680)
H (-4.3455, 3.7589, 0.2560)
H (-2.3720, 2.8027, -0.8597)
H (-2.3869, -0.4338, 1.9280)
H (-4.3651, 0.5288, 3.0286)
N (1.9677, 1.4626, 6.7812)
C (2.6018, 0.8154, 5.7796)
O (3.7849, 0.5729, 5.7745)
C (1.7185, 0.4395, 4.6212)
C (0.8168, 1.3399, 4.0657)
C (0.1014, 0.9592, 2.9463)
N (0.2181, -0.2322, 2.3629)
C (1.0615, -1.1011, 2.9154)
C (1.8323, -0.8128, 4.0301)
H (2.5003, 1.7234, 7.5964)
H (0.9696, 1.5757, 6.8074)
H (0.6987, 2.3311, 4.4722)
H (-0.6073, 1.6400, 2.4978)
H (1.1201, -2.0813, 2.4635)
H (2.5192, -1.5406, 4.4290)
N (-1.8039, -3.3966, 1.6374)
C (-0.9239, -3.3119, 0.4955)
O (-2.5052, -1.8020, -0.4462)
C (-0.1880, -4.6205, 0.4035)
C (0.9196, -4.7600, 1.2195)
N (1.8573, -4.7596, 1.8946)
C (-0.7351, -5.6772, -0.2973)
N (-1.2144, -6.5037, -0.9473)
H (-2.2182, -2.5309, 1.9449)
H (-2.4716, -4.1498, 1.5686)

**E_tot**: -2327.78653 Ha
**ΔE to the lowest compared entry with this formula, charge and spin**: 436.3 kJ/mol
**Kohn-Sham gap (alpha / beta)**: 3.608 / 3.608 eV
**E_LUMO (alpha / beta)**: -5.195 / -5.195 eV
**Total charge**: +1
**Largest force on an atom**: 0.0680 hartree/bohr

***

(3)
# C15H25AsMoN3OS2Si

A molecular structure, C15H25AsMoN3OS2Si at a distorted geometry (ωB97M-V with the def2-TZVPD basis set, the OMol25 dataset).

CARTESIAN COORDINATES (ANGSTROEM)
Mo (-0.2907, -0.8612, -0.1798)
C (1.4734, 4.1946, 0.1636)
Si (1.9450, 3.6196, 1.8688)
C (3.7203, 3.9794, 2.2611)
C (0.7670, 4.2487, 3.1621)
C (1.7756, 1.6863, 2.0001)
C (2.2010, 1.0647, 3.1853)
C (2.1003, -0.3114, 3.4044)
C (1.5265, -1.1080, 2.4435)
N (1.1287, -0.5569, 1.2787)
C (1.2928, 0.7811, 1.0754)
S (0.6817, 1.1138, -0.5702)
H (1.5822, 5.2829, 0.1491)
H (0.4345, 3.9843, -0.0961)
H (2.1280, 3.8063, -0.6193)
H (3.8753, 5.0609, 2.2588)
H (4.3961, 3.5492, 1.5200)
H (4.0164, 3.6198, 3.2481)
H (0.8122, 5.3397, 3.1936)
H (1.0180, 3.8870, 4.1612)
H (-0.2656, 3.9680, 2.9450)
H (2.6367, 1.6745, 3.9694)
H (2.4561, -0.7553, 4.3237)
H (1.3838, -2.1724, 2.5687)
C (1.9892, -3.6306, -2.8822)
As (0.1162, -3.5256, -2.5692)
C (-0.5725, -5.0271, -1.6208)
C (-0.8777, -3.1056, -4.1410)
O (-0.0949, -2.1359, -1.5168)
H (2.1794, -4.4676, -3.5563)
H (2.5018, -3.8003, -1.9372)
H (2.3207, -2.7037, -3.3471)
H (-0.7093, -5.8442, -2.3304)
H (-1.5320, -4.7663, -1.1782)
H (0.1395, -5.3260, -0.8538)
H (-1.2274, -4.0320, -4.5963)
H (-0.2363, -2.5706, -4.8389)
H (-1.7275, -2.4894, -3.8583)
S (-1.9681, -0.5917, 1.4535)
C (-3.0993, -0.3811, 0.1771)
N (-4.4009, -0.1234, 0.3960)
C (-5.2673, 0.0648, -0.6262)
C (-4.7956, 0.0058, -1.9109)
C (-3.4356, -0.2525, -2.0813)
N (-2.6045, -0.4530, -1.0583)
H (-4.7363, -0.0659, 1.3548)
H (-6.2996, 0.2633, -0.3673)
H (-5.4540, 0.1595, -2.7531)
H (-3.0031, -0.2963, -3.0734)

**E_tot**: -4215.02120 Ha
**ΔE to the lowest compared entry with this formula, charge and spin**: 0.0 kJ/mol
**Kohn-Sham gap (alpha / beta)**: 6.701 / 6.693 eV
**E_LUMO (alpha / beta)**: -10.539 / -10.480 eV
**Total charge**: +3
**Largest force on an atom**: 0.0210 hartree/bohr

***

(4)
# C28H29B2BrF4InN9O7Se

A molecular structure, C28H29B2BrF4InN9O7Se at a distorted geometry (ωB97M-V with the def2-TZVPD basis set, the OMol25 dataset).

CARTESIAN COORDINATES (ANGSTROEM)
In (0.5408, 0.1172, 0.6391)
C (3.5457, 3.5185, 3.3433)
C (2.3837, 2.6826, 2.9402)
N (2.0770, 2.2952, 1.7407)
O (2.8585, 2.7896, 0.7787)
B (3.2950, 1.7710, -0.2538)
F (3.2366, 0.5172, 0.4241)
F (4.5191, 2.1037, -0.6914)
O (2.3745, 1.7038, -1.4096)
N (1.0968, 1.4806, -1.0131)
C (0.1571, 1.9750, -1.7278)
C (0.3887, 2.7556, -2.9714)
C (-1.2418, 1.7641, -1.2348)
N (-1.3242, 1.0685, -0.1711)
O (-2.5346, 0.8205, 0.3692)
B (-2.3498, 0.1867, 1.6810)
F (-3.4932, 0.1697, 2.3928)
F (-1.7434, -1.0831, 1.5353)
O (-1.2700, 1.0620, 2.3264)
N (0.2447, 2.0071, 3.5552)
C (1.4905, 2.0281, 3.9052)
C (2.0090, 1.4113, 5.1445)
C (-2.4055, 2.3402, -1.9620)
H (4.0560, 3.8925, 2.4609)
H (4.2489, 2.9239, 3.9298)
H (3.2225, 4.3574, 3.9594)
H (1.4458, 2.9510, -3.1163)
H (-0.1604, 3.6959, -2.9338)
H (0.0104, 2.1907, -3.8259)
H (1.2496, 0.8653, 5.6954)
H (2.3684, 2.2297, 5.7772)
H (2.8719, 0.7798, 4.9296)
H (-2.3805, 2.0490, -3.0130)
H (-2.3722, 3.4301, -1.9243)
H (-3.3350, 2.0026, -1.5143)
Br (-3.2863, 0.8993, 7.0399)
C (-2.0241, 0.4816, 5.7258)
C (-1.8393, 1.2574, 4.6559)
C (-0.8131, 0.9177, 3.6206)
C (-0.1211, -0.4254, 3.8110)
C (-0.3839, -1.1914, 4.9723)
C (-1.2805, -0.7531, 5.8945)
N (0.6705, -0.7846, 2.7970)
C (1.4727, -1.8360, 2.8410)
C (2.1586, -2.2223, 1.6304)
C (3.2604, -3.1068, 1.7637)
C (4.1576, -3.2282, 0.6996)
C (3.8461, -2.6203, -0.4785)
C (2.5265, -1.9660, -0.6762)
N (1.8065, -1.6558, 0.5088)
H (-2.4269, 2.1454, 4.4695)
H (0.0090, 2.5919, 2.7552)
H (0.0889, -2.1522, 5.1130)
H (-1.4869, -1.3522, 6.7709)
H (1.6707, -2.3708, 3.7597)
H (3.4370, -3.5971, 2.7095)
H (5.0769, -3.7840, 0.8138)
H (4.5019, -2.6743, -1.3368)
H (2.5880, -1.1201, -1.3562)
C (-0.2548, -1.1511, -4.2575)
N (-1.6713, -1.4019, -4.0217)
C (-2.2287, -1.8794, -2.9042)
Se (-1.4426, -2.2840, -1.2279)
N (-3.5347, -2.0901, -3.1353)
C (-3.8423, -1.7588, -4.4501)
C (-5.0267, -1.8037, -5.1706)
C (-4.9582, -1.3886, -6.4866)
C (-3.7551, -0.9537, -7.0620)
C (-2.5788, -0.9055, -6.3379)
C (-2.6539, -1.3103, -5.0122)
H (0.2345, -0.9991, -3.3017)
H (-0.1614, -0.2622, -4.8787)
H (0.1884, -2.0010, -4.7730)
H (-4.1811, -2.4104, -2.4308)
H (-5.9528, -2.1454, -4.7315)
H (-5.8537, -1.4053, -7.0906)
H (-3.7472, -0.6584, -8.1011)
H (-1.6520, -0.5845, -6.7904)
O (1.1533, -3.8855, -0.8215)
N (1.7004, -3.0379, -1.4797)
O (1.7413, -2.9488, -2.6793)
O (-0.2126, -1.0403, -1.1254)

**E_tot**: -7718.20637 Ha
**ΔE to the lowest compared entry with this formula, charge and spin**: 116.1 kJ/mol
**Kohn-Sham gap (alpha / beta)**: 4.829 / 4.780 eV
**E_LUMO (alpha / beta)**: -7.693 / -7.744 eV
**Total charge**: +2
**Largest force on an atom**: 0.0223 hartree/bohr